Entry 1:
Computed, not measured: 6 unconnected molecules or ions with the total composition C28H44O8, with ωB97M-V/def2-TZVPD.

* SMILES: Oc1ccc(O)cc1.Oc1ccc(O)cc1.C1CCOC1.C1CCOC1.C1CCOC1.C1CCOC1
* E_LUMO: 0.021 Eh
* M: 508.7 g mol⁻¹
* gap between HOMO and LUMO: 8.20 eV

Geometry as ORCA input:
```
! wB97M-V def2-TZVPD RIJCOSX def2/J DEFGRID3
* xyz 0 1
O -15.32153 2.76955 -11.29858
C -15.09042 4.07275 -10.81717
C -13.86210 4.66246 -10.73833
C -13.78902 5.98687 -10.27727
C -14.91426 6.69099 -10.20926
O -14.75048 8.02704 -10.00264
C -16.21775 6.15522 -10.28195
C -16.27460 4.75677 -10.56950
H -14.54670 2.19089 -11.33635
H -12.90005 4.18973 -10.96995
H -12.86442 6.54150 -10.08228
H -15.52520 8.41730 -9.63317
H -17.08235 6.75138 -10.13455
H -17.23323 4.27206 -10.56949
O -19.35532 5.69914 -9.12819
C -19.23081 5.70338 -7.73639
C -18.11642 4.99915 -7.30807
C -17.79716 4.91663 -5.92227
C -18.46984 5.73243 -5.04020
O -18.12574 5.92075 -3.74320
C -19.61849 6.43194 -5.47203
C -20.01686 6.38684 -6.81679
H -19.81780 6.40102 -9.51396
H -17.56828 4.32068 -8.03122
H -16.90152 4.37351 -5.59758
H -17.28372 5.54944 -3.55992
H -20.17357 6.99226 -4.68445
H -20.98913 6.81165 -7.02068
C -18.68109 9.79929 -6.86351
C -18.66474 10.73756 -8.08298
C -17.90553 9.89096 -9.09501
O -16.95226 9.06607 -8.36429
C -17.29920 9.04604 -6.96551
H -19.40650 9.03253 -7.02501
H -18.75674 10.17378 -5.86257
H -18.19641 11.71073 -7.87918
H -19.71358 10.92549 -8.42822
H -17.38963 10.54343 -9.83028
H -18.65873 9.14523 -9.51043
H -16.50048 9.49881 -6.36325
H -17.40700 7.96063 -6.71110
C -19.85752 7.57026 -1.60784
C -18.56946 8.01855 -0.82353
C -17.90872 8.95361 -1.89112
O -18.89022 9.32185 -2.85114
C -20.18061 8.80819 -2.42733
H -20.62588 7.36287 -0.87815
H -19.66405 6.63216 -2.20815
H -17.94766 7.20424 -0.50220
H -18.77516 8.57672 0.06248
H -17.21644 8.38371 -2.51988
H -17.41050 9.90825 -1.55835
H -20.72619 8.63136 -3.30363
H -20.81648 9.50122 -1.90995
C -23.45463 8.40056 -11.35264
C -23.62940 8.45368 -9.87386
C -22.52579 7.62770 -9.23975
O -21.58695 7.38304 -10.35718
C -21.93281 8.26505 -11.41695
H -23.91050 9.22619 -11.89683
H -23.92698 7.52308 -11.68142
H -24.62612 8.07378 -9.65013
H -23.55609 9.46649 -9.45958
H -22.91244 6.65513 -8.97176
H -22.07766 8.19661 -8.45544
H -21.55211 7.82858 -12.38346
H -21.49049 9.30127 -11.28540
C -15.73630 11.80073 -3.18882
C -15.52409 10.94307 -4.47355
C -14.01928 10.59011 -4.31875
O -13.67412 10.58766 -2.95640
C -14.39823 11.69459 -2.40856
H -16.57673 11.39517 -2.61758
H -15.86993 12.81182 -3.31166
H -15.84370 11.46759 -5.40078
H -16.09390 9.93730 -4.37227
H -13.47588 11.41220 -4.79594
H -13.76572 9.65992 -4.79921
H -13.85124 12.69181 -2.58174
H -14.38976 11.59393 -1.36679
*
```

---

Entry 2:
Computed, not measured: a molecular structure, C28H45AsFHgIN5S3Si3, with ωB97M-V/def2-TZVPD.

* E_LUMO (spin up / spin down): 0.125 / 0.125 Eh
* M: 1053.6 g mol⁻¹
* energy relative to the best compared isomer or geometry (same formula, charge and spin): 0.0 kJ/mol
* gap between HOMO and LUMO (spin up / spin down): 3.63 / 4.46 eV
* <S²>: 0.7701

Geometry as ORCA input:
```
! wB97M-V def2-TZVPD RIJCOSX def2/J DEFGRID3
* xyz -2 2
Hg -0.22614 1.78588 -1.34127
N -3.06601 -2.18758 -2.86698
C -3.97842 -2.36750 -1.80954
C -5.35675 -2.46035 -2.04652
C -6.23224 -2.74162 -1.02834
C -5.72303 -2.93953 0.26765
C -4.34882 -2.83152 0.54113
C -3.48157 -2.55528 -0.51975
S -1.74356 -2.35384 -0.38200
N -1.37095 -1.18269 -1.54080
C -2.07953 -1.13823 -2.65619
C -1.99874 -0.16747 -3.66305
C -2.64196 -0.27836 -4.93649
C -2.50988 0.69779 -5.89473
C -1.76356 1.86923 -5.61466
C -1.21635 1.92445 -4.32473
N -1.30434 0.97661 -3.40502
H -3.62483 -1.95695 -3.67620
H -5.69743 -2.41050 -3.04473
H -7.30810 -2.83801 -1.19924
H -6.36151 -3.15241 1.09423
H -3.98247 -2.89344 1.56333
H -3.10645 -1.17760 -5.27153
H -2.96884 0.55678 -6.86217
H -1.71154 2.63374 -6.35248
H -0.59371 2.75831 -4.07335
C 4.41800 1.63827 -1.67826
C 3.00927 2.12416 -1.60615
S 2.04881 0.83041 -0.97008
C 2.52631 3.32679 -2.03872
C 3.46763 4.35109 -2.68068
S 0.88784 3.88079 -2.09198
H 4.61822 1.04904 -0.78784
H 5.17927 2.39155 -1.80221
H 4.45834 0.89967 -2.50092
H 4.49584 4.25275 -2.42967
H 3.21990 5.33727 -2.36632
H 3.35637 4.33686 -3.77793
C -0.68725 -2.68090 3.56846
Si -0.92355 -0.81568 3.52739
C -0.90503 -0.30946 5.34812
C -2.62446 -0.31573 2.90750
As 0.56564 0.17623 2.06134
Si 0.49265 2.38015 2.95876
C 1.50253 3.49110 1.87448
C 1.36791 2.45613 4.63458
C -1.23292 2.97993 3.12837
Si 2.67043 -0.58968 2.86459
C 3.06802 -2.09778 1.85833
C 3.94530 0.75053 2.57394
C 2.75535 -1.04721 4.67149
H -1.37891 -3.03711 4.32471
H 0.30192 -2.94494 3.96138
H -0.84850 -3.19313 2.63360
H -1.83634 -0.70275 5.81901
H -0.93673 0.77983 5.47905
H -0.04546 -0.70014 5.86309
H -3.40496 -0.57823 3.66823
H -2.87386 -0.80877 1.94128
H -2.72525 0.74203 2.67031
H 2.47651 3.09040 1.69473
H 1.60442 4.45517 2.38324
H 1.03180 3.68042 0.89767
H 2.34277 1.98903 4.64870
H 0.80670 2.04726 5.45235
H 1.49668 3.50675 4.80358
H -1.62110 3.05901 2.09235
H -1.27139 4.00077 3.56394
H -1.81772 2.31256 3.78432
H 3.01042 -1.84219 0.78827
H 2.34388 -2.87002 2.00302
H 4.06450 -2.46592 2.02548
H 4.05864 0.99152 1.50996
H 4.91183 0.29326 2.90438
H 3.80738 1.67827 3.09847
H 2.25680 -2.00700 4.88168
H 2.34861 -0.27315 5.35520
H 3.81380 -1.20342 4.90655
F -1.81496 2.03264 0.18449
I 2.79414 -5.54311 -4.79360
C 1.84332 -3.68454 -4.72257
C 1.34090 -3.03279 -3.62572
N 0.78399 -1.90058 -4.09179
N 0.90422 -1.76972 -5.42444
C 1.53094 -2.87043 -5.82428
H 1.31719 -3.35907 -2.59346
H 0.31578 -1.18726 -3.57712
H 1.78434 -3.05088 -6.88921
*
```

---

Entry 3:
Computed, not measured: a molecular structure, C28H45BN4O5SSiV, with ωB97M-V/def2-TZVPD.

* E_LUMO (spin up / spin down): -0.087 / -0.091 Eh
* M: 639.6 g mol⁻¹
* gap between HOMO and LUMO (spin up / spin down): 8.11 / 6.35 eV
* <S²>: 2.4241

Geometry as ORCA input:
```
! wB97M-V def2-TZVPD RIJCOSX def2/J DEFGRID3
* xyz 1 3
V 1.83911 1.79671 1.10032
N 5.09263 1.34081 2.14275
C 5.68657 2.24014 1.20746
C 4.68411 3.01462 0.72946
N 3.49496 2.72413 1.36015
C 3.72163 1.62971 2.23306
C 2.60867 1.08898 3.07080
N 1.33695 1.67876 3.04869
C 0.69020 1.22615 4.21978
C 1.56521 0.40345 4.85082
N 2.68964 0.20613 4.11112
H 5.54532 0.72087 2.80235
H 6.72655 2.23413 0.98002
H 4.69597 3.94843 0.10096
H -0.22960 1.67153 4.53591
H 1.44395 0.01217 5.85645
H 3.50220 -0.32270 4.32763
C -4.06395 -0.94805 -1.64728
C -3.42612 -0.04819 -0.56519
C -2.74200 -0.76452 0.60004
C -4.35955 1.12239 -0.18779
O -2.28998 0.47795 -1.35644
Si -1.37246 1.77363 -1.19134
S 0.90278 1.21685 -0.97641
O -1.74880 2.64750 0.08576
C -2.01554 3.93875 0.76240
C -3.01489 4.69103 -0.13316
C -2.62097 3.57255 2.08591
C -0.65001 4.65528 0.96265
O -1.29863 2.82235 -2.45735
C -1.23663 2.80360 -3.93692
C 0.18473 2.48189 -4.42100
C -1.63229 4.24510 -4.31187
C -2.40777 1.86575 -4.27081
H -4.94299 -1.45465 -1.28095
H -3.34168 -1.68339 -1.96406
H -4.34297 -0.32374 -2.48307
H -3.46189 -1.39630 1.21583
H -2.19097 -0.04976 1.20685
H -1.99168 -1.39092 0.25538
H -5.31528 0.67702 0.09417
H -4.49347 1.80369 -1.03122
H -4.01913 1.69377 0.63996
H -3.82206 4.09381 -0.48356
H -2.54581 5.00650 -1.07296
H -3.39792 5.57913 0.43577
H -3.56389 3.08485 1.98199
H -2.73056 4.44419 2.68477
H -2.01527 2.85277 2.62459
H -0.32507 5.07289 0.01997
H 0.19914 4.10177 1.33166
H -0.82203 5.53601 1.65694
H 0.87572 2.78208 -3.58720
H 0.32804 3.10823 -5.27674
H 0.30619 1.38519 -4.62454
H -0.83873 4.93489 -3.97896
H -2.53307 4.44135 -3.72617
H -1.89376 4.38519 -5.35255
H -2.17285 0.83493 -3.93129
H -2.59530 1.80045 -5.36382
H -3.30225 2.18549 -3.75546
C 2.29187 -7.32964 -0.11351
C 1.45329 -6.34010 0.72091
C 1.46094 -6.62660 2.24097
C 0.01587 -6.25731 0.13904
C 2.05824 -4.92283 0.50304
C 3.22169 -4.66700 -0.22316
C 3.53404 -3.39788 -0.77677
C 2.60549 -2.40383 -0.49005
O 2.37237 -1.25609 -1.31738
B 1.23265 -0.60782 -0.70631
O 0.66015 -1.51487 0.20856
C 1.54741 -2.55598 0.31512
C 1.39311 -3.76000 0.91745
H 2.22158 -8.32669 0.26441
H 3.32454 -7.09202 0.14601
H 2.08288 -7.30027 -1.14139
H 1.23083 -7.68739 2.35853
H 0.74314 -6.00462 2.78460
H 2.43916 -6.45349 2.68432
H -0.57258 -7.14252 0.30334
H -0.01757 -6.13032 -0.97164
H -0.38369 -5.35028 0.52916
H 3.72121 -5.51203 -0.62349
H 4.50103 -3.28936 -1.26631
H 0.50987 -3.74434 1.56032
*
```

---

Entry 4:
Computed, not measured: 2 unconnected molecules or ions with the total composition C28H45BN7O12PS, with ωB97M-V/def2-TZVPD.

* E_LUMO: -0.030 Eh
* M: 745.6 g mol⁻¹
* gap between HOMO and LUMO: 7.74 eV

Geometry as ORCA input:
```
! wB97M-V def2-TZVPD RIJCOSX def2/J DEFGRID3
* xyz 0 1
C 0.33032 -3.00737 4.86808
C 0.14949 -2.28171 3.78077
C 0.61029 -2.71347 2.39767
N -0.15190 -2.04302 1.36594
C -1.18332 -2.27809 0.52088
N -1.85664 -3.44993 0.38441
O -2.89932 -3.36551 -0.52972
C -2.54434 -3.89660 -1.81486
C -3.07248 -3.01210 -2.95928
C -1.85782 -2.26356 -3.57271
C -4.16431 -2.02736 -2.51913
C -5.21802 -1.74273 -3.61146
C -6.20124 -0.68428 -3.09665
C -4.63635 -1.29281 -4.94801
P -1.71136 -5.03957 1.09692
C -1.79708 -4.89556 2.95130
C -0.00303 -5.62450 0.64471
C -0.02223 -6.53426 -0.57993
N -1.50099 -1.22478 -0.21329
C -0.63617 -0.28656 0.17811
O -0.61379 0.91201 -0.34509
C -0.35028 0.89533 -1.79397
C 0.08341 2.29824 -2.22602
N 1.49154 2.43304 -2.50645
C 2.33885 2.17102 -1.34861
C 2.76618 3.38685 -0.54148
C 1.59671 4.28982 -0.14564
O 3.71955 4.15355 -1.25006
N 0.16443 -0.71676 1.12735
C 1.18572 0.14212 1.74965
C 0.67924 1.48615 2.30147
S -0.76177 1.34068 3.38258
C -2.06247 2.18063 2.58422
N -3.19005 2.39073 3.09549
N -3.92989 3.07682 2.14238
C -3.18089 3.22142 1.13839
O -1.95447 2.66250 1.32930
H 0.04144 -2.58761 5.81890
H 0.70852 -4.02042 4.87309
H -0.38423 -1.34314 3.87048
H 0.59805 -3.79614 2.38077
H 1.65544 -2.42401 2.34307
H -1.47513 -4.06552 -1.91951
H -3.01141 -4.88014 -1.90268
H -3.50799 -3.66593 -3.71425
H -1.16742 -2.07256 -2.75471
H -1.34686 -2.95615 -4.24168
H -2.14119 -1.34839 -4.07497
H -4.72533 -2.36120 -1.65125
H -3.67338 -1.07867 -2.29025
H -5.80253 -2.66144 -3.69658
H -6.43541 -0.82049 -2.04400
H -5.85567 0.32435 -3.30713
H -7.13549 -0.82363 -3.64084
H -3.81252 -1.90884 -5.29050
H -5.41540 -1.38555 -5.70472
H -4.38315 -0.23645 -4.88083
H -0.85207 -5.19021 3.39472
H -2.09091 -3.88310 3.20779
H -2.58270 -5.58314 3.23621
H 0.40353 -6.17875 1.49206
H 0.65760 -4.77425 0.47384
H -0.43358 -7.50829 -0.33496
H -0.53275 -6.10317 -1.43441
H 1.01149 -6.70705 -0.87616
H 0.45914 0.19624 -1.99997
H -1.22956 0.57626 -2.34171
H -0.27023 3.01087 -1.48742
H -0.45794 2.53569 -3.14216
H 1.77761 1.87731 -3.29670
H 3.25718 1.72196 -1.72621
H 1.90103 1.44679 -0.64515
H 3.21884 3.02090 0.37957
H 0.79580 3.65311 0.24470
H 1.89151 5.02452 0.58916
H 1.20867 4.74581 -1.05757
H 3.23110 4.65175 -1.91289
H 1.91539 0.37853 0.97800
H 1.74649 -0.34666 2.53692
H 1.48312 1.88346 2.91564
H 0.53485 2.22681 1.52423
H -3.36106 3.69050 0.19182
B 6.46343 5.47290 2.14346
O 7.24118 6.06853 3.24346
C 8.52727 5.77750 3.06157
O 9.42498 6.11122 3.77711
C 8.65205 4.94485 1.78739
O 9.66493 4.50829 1.32470
O 7.43468 4.78314 1.27566
O 5.44256 4.52479 2.66046
C 4.25411 4.93748 2.27425
O 3.21008 4.39060 2.52169
C 4.42017 6.21603 1.45719
O 3.52869 6.84534 0.95825
O 5.70738 6.50507 1.39578
*
```

---

Entry 5:
Computed, not measured: 5 unconnected molecules or ions with the total composition C28H45F13N6O2S, with ωB97M-V/def2-TZVPD.

* SMILES: NC[C@H](CCC(N)=O)OCCCC(F)(F)C(F)(F)C(F)(F)C(F)(F)S(F)(F)(F)(F)F.CCCC#N.CCCC#N.CCCC#N.CCCC#N
* E_LUMO: -0.051 Eh
* M: 776.7 g mol⁻¹
* energy relative to the best compared isomer or geometry (same formula, charge and spin): 340.3 kJ/mol
* gap between HOMO and LUMO: 7.72 eV

Geometry as ORCA input:
```
! wB97M-V def2-TZVPD RIJCOSX def2/J DEFGRID3
* xyz 0 1
N 4.24483 -2.77812 -0.15927
C 4.11596 -4.26437 -0.24499
C 2.62180 -4.79936 0.10770
C 2.21440 -5.76305 -1.12427
C 0.62522 -6.01812 -1.20377
C 0.14860 -6.76923 0.13319
N 0.26366 -8.25274 0.08086
O -0.24824 -6.15014 1.13440
O 1.63512 -3.75892 0.14285
C 1.55565 -3.17455 1.48039
C 0.31307 -2.16959 1.59189
C 0.67452 -0.60874 1.53531
C 1.88050 -0.22722 0.57339
F 1.93146 -0.95918 -0.61821
F 3.06420 -0.35555 1.36495
C 1.64002 1.32014 0.14485
F 1.41905 1.99807 1.38770
F 0.43823 1.42775 -0.55964
C 2.90766 1.99714 -0.55630
F 3.54844 2.73388 0.48426
F 3.90108 1.06524 -0.93878
C 2.58873 3.08373 -1.67539
F 3.71788 3.94518 -1.70616
F 1.52579 3.93622 -1.30885
S 2.36290 2.46550 -3.41701
F 0.73284 2.89001 -3.31170
F 2.63709 4.02845 -3.96809
F 3.95538 2.08979 -3.62080
F 1.92450 0.93871 -2.97507
F 2.11182 2.03154 -4.99619
H 4.86868 -2.51662 -0.94030
H 4.67276 -2.50543 0.73129
H 4.36591 -4.57351 -1.31949
H 4.90239 -4.74934 0.41970
H 2.59865 -5.42288 1.06285
H 2.79003 -6.75314 -1.09037
H 2.49300 -5.29150 -2.13285
H 0.43707 -6.76039 -2.05324
H 0.04260 -5.06562 -1.38915
H -0.63303 -8.57152 -0.31335
H 0.36758 -8.54406 1.06019
H 1.31055 -4.06676 2.16652
H 2.54772 -2.76776 1.84915
H -0.15502 -2.35417 2.62458
H -0.49960 -2.48798 0.84873
H -0.29541 -0.05301 1.30595
H 0.98084 -0.25523 2.58217
C -2.03017 3.66432 3.95542
C -2.28714 3.08991 2.56783
C -3.51763 2.18515 2.50825
C -3.34729 0.95855 3.29354
N -3.21041 -0.00564 3.90719
H -1.80684 2.87653 4.67942
H -1.17450 4.34294 3.92829
H -2.89636 4.22610 4.31403
H -1.40021 2.54196 2.23433
H -2.43111 3.92022 1.86991
H -3.70146 1.91364 1.46716
H -4.40131 2.72764 2.85383
C 3.87509 1.32992 5.03181
C 2.83156 1.38183 6.14146
C 2.75281 0.08831 6.95414
C 2.26511 -1.04089 6.15701
N 1.88404 -1.92735 5.53195
H 3.62804 0.57073 4.28522
H 3.92780 2.29369 4.52030
H 4.86610 1.10633 5.43527
H 1.85460 1.61516 5.70761
H 3.08448 2.20324 6.81878
H 2.07516 0.24138 7.79930
H 3.73343 -0.15082 7.37520
C -0.22997 2.81439 -7.36624
C -1.07394 3.02197 -6.11472
C -2.49028 2.45979 -6.24487
C -3.28646 3.17672 -7.24596
N -3.91091 3.73655 -8.03254
H -0.64401 3.35350 -8.22195
H 0.78456 3.18360 -7.20032
H -0.16615 1.75423 -7.62523
H -1.11105 4.08939 -5.87782
H -0.57883 2.52606 -5.27623
H -2.99214 2.53671 -5.27563
H -2.44974 1.39597 -6.49571
C -7.48593 1.55268 -1.96132
C -6.06570 1.19523 -1.54047
C -5.85967 1.23485 -0.02541
C -5.98556 2.59155 0.51929
N -6.09508 3.65537 0.94197
H -7.73519 2.58239 -1.69373
H -7.59236 1.45585 -3.04403
H -8.21406 0.88833 -1.48902
H -5.36161 1.87100 -2.03510
H -5.84150 0.18481 -1.89557
H -4.86131 0.85316 0.20575
H -6.57374 0.56945 0.46801
*
```

---

- Which formula does entry 1 have?
  C28H44O8